[1]
Below is a cluster of 2 separate species, C5H11NO3 in total at a distorted geometry, with properties calculated with the ωB97M-V functional and the def2-TZVPD basis.

Each line ends with the Löwdin charge.
Cartesian coordinates (Å):
C  1.406  -0.882  -0.258  -0.07
C  1.182  0.569  0.148  -0.33
C  2.234  1.478  -0.472  -0.07
C  -0.282  1.142  -0.101  -0.51
O  -0.798  1.283  -1.198  0.08
O  -0.690  1.893  0.949  0.09
H  2.380  -1.253  0.075  0.09
H  0.627  -1.513  0.182  0.06
H  1.341  -1.000  -1.346  0.09
H  1.297  0.611  1.239  0.14
H  2.060  2.523  -0.197  0.09
H  3.241  1.198  -0.147  0.08
H  2.226  1.408  -1.566  0.09
H  -1.667  1.888  0.910  0.13
N  -2.899  -1.959  -0.039  0.13
C  -2.030  -1.164  0.626  -0.43
O  -1.925  -1.094  1.837  0.01
H  -3.494  -2.576  0.497  0.11
H  -2.967  -1.914  -1.047  0.10
H  -1.244  -0.637  -0.092  0.12

Results
relative energy (zero: lowest compared OMol25 entry of this formula, charge and spin): 0.7854 eV
largest force on an atom: 3.71 eV/Å
SMILES: CC(C)C(=O)O.NC=O
HOMO energy: -10.07 eV
frontier orbital gap: 10.9 eV


[2]
Below is a structure of composition C5H11NO3 at a distorted geometry, with properties calculated with the ωB97M-V functional and the def2-TZVPD basis.

Each line ends with the Löwdin charge.
Cartesian coordinates (Å):
C  -0.149  0.342  -0.406  -0.46
C  -0.126  -0.459  0.813  -0.08
C  -1.294  1.389  -0.341  -0.02
C  -0.534  -1.891  0.799  -0.05
C  1.213  1.415  -0.546  -0.56
N  -0.143  -0.470  -1.605  0.07
O  1.831  1.632  0.525  0.01
O  1.649  -0.608  1.513  -0.02
O  1.397  1.759  -1.689  0.07
H  1.934  0.435  1.233  0.08
H  2.140  -1.166  0.895  0.10
H  -0.407  0.083  1.711  0.14
H  -1.085  -0.736  -1.876  0.09
H  0.261  0.071  -2.365  0.08
H  -1.246  2.015  -1.232  0.09
H  -1.203  2.029  0.539  0.09
H  -2.266  0.888  -0.317  0.08
H  -1.614  -1.935  0.627  0.10
H  -0.307  -2.374  1.747  0.09
H  -0.052  -2.417  -0.024  0.08

Results
relative energy (zero: lowest compared OMol25 entry of this formula, charge and spin): 2.1959 eV
largest force on an atom: 1.98 eV/Å
HOMO energy: -9.24 eV
frontier orbital gap: 9.4 eV


[3]
Below is a structure of composition C5H11NO3 at a distorted geometry, with properties calculated with the ωB97M-V functional and the def2-TZVPD basis.

Each line ends with the Löwdin charge.
Cartesian coordinates (Å):
C  -1.504  -0.867  -0.747  -0.12
C  -1.101  0.618  -0.666  -0.14
C  1.416  1.312  -0.388  -0.05
C  0.017  0.777  1.572  -0.05
N  0.196  0.664  0.110  -0.24
C  0.520  -1.169  -0.701  -0.48
O  1.150  -1.853  0.275  0.08
O  -1.536  -1.448  0.604  -0.14
O  0.809  -1.331  -1.859  0.05
H  1.700  -2.515  -0.181  0.13
H  -1.470  -2.401  0.460  0.08
H  -2.537  -0.903  -1.113  0.11
H  -1.787  1.281  -0.115  0.12
H  -0.864  0.994  -1.668  0.12
H  1.473  1.254  -1.475  0.09
H  2.256  0.808  0.096  0.10
H  1.424  2.359  -0.079  0.09
H  -0.733  1.546  1.770  0.09
H  0.931  1.025  2.111  0.09
H  -0.360  -0.152  1.995  0.08

Results
relative energy (zero: lowest compared OMol25 entry of this formula, charge and spin): 5.2643 eV
largest force on an atom: 4.49 eV/Å
HOMO energy (spin up / spin down): -7.48 / -7.48 eV
frontier orbital gap (spin up / spin down): 8.2 / 8.2 eV


[4]
Below is an isolated molecule of C5H11NO3 at a distorted geometry, with properties calculated with the ωB97M-V functional and the def2-TZVPD basis.

Each line ends with the Löwdin charge.
Cartesian coordinates (Å):
C  1.317  -0.750  1.213  -0.01
C  0.670  -0.558  -0.143  -0.51
O  2.465  0.819  -0.556  0.03
O  0.413  -1.826  -0.682  0.03
N  1.384  0.263  -1.095  0.11
H  2.838  1.384  -1.254  0.14
H  0.000  -1.734  -1.549  0.09
H  1.543  0.211  1.668  0.09
H  0.635  -1.311  1.846  0.09
H  2.238  -1.322  1.102  0.09
C  -1.567  0.098  -1.248  -0.03
C  -1.353  0.597  1.208  -0.02
C  -0.603  0.519  -0.115  -0.60
O  0.086  1.649  -0.429  0.00
H  -2.045  -0.860  -1.037  0.09
H  -1.046  0.068  -2.205  0.08
H  -2.334  0.868  -1.316  0.09
H  -0.704  0.969  1.998  0.08
H  -1.752  -0.379  1.494  0.09
H  -2.184  1.296  1.100  0.09

Results
relative energy (zero: lowest compared OMol25 entry of this formula, charge and spin): 5.4865 eV
largest force on an atom: 3.27 eV/Å
HOMO energy (spin up / spin down): -8.76 / -9.31 eV
frontier orbital gap (spin up / spin down): 8.1 / 9.2 eV


[5]
Below is a cluster of 2 separate species, C5H11NO3P in total at a distorted geometry, with properties calculated with the ωB97M-V functional and the def2-TZVPD basis.

Each line ends with the Löwdin charge.
Cartesian coordinates (Å):
C  0.483  -2.672  -0.297  0.00
C  0.020  -1.483  0.234  -0.22
C  0.567  1.633  1.080  -0.20
C  1.874  0.616  -0.660  -0.23
C  -0.632  -0.411  -0.580  -0.16
N  0.641  1.210  -0.270  -0.20
O  -2.705  1.382  -0.850  -0.20
O  -2.214  0.460  1.466  -0.38
O  -3.197  -1.036  -0.515  -0.36
P  -2.293  0.028  0.024  0.23
H  0.936  -3.370  0.372  0.02
H  0.479  -3.141  -1.232  0.02
H  0.120  -1.303  1.366  0.13
H  1.489  1.048  1.685  0.10
H  0.800  2.654  0.965  0.04
H  -0.426  1.375  1.564  0.06
H  2.259  -0.024  0.309  0.10
H  1.679  -0.026  -1.518  0.06
H  2.654  1.345  -0.875  0.06
H  -0.373  -0.410  -1.645  0.09
H  -2.159  2.127  -0.624  0.03

Results
relative energy (zero: lowest compared OMol25 entry of this formula, charge and spin): 1.1216 eV
largest force on an atom: 4.39 eV/Å
HOMO energy (spin up / spin down): -4.73 / -4.73 eV
frontier orbital gap (spin up / spin down): 8.3 / 8.3 eV
total charge: -1


[6]
Below is a structure of composition C5H11NOS at a distorted geometry, with properties calculated with the ωB97M-V functional and the def2-TZVPD basis.

Each line ends with the Löwdin charge.
Cartesian coordinates (Å):
C  2.193  1.079  0.711  -0.12
C  -1.141  -1.073  0.034  -0.12
C  0.444  -1.990  -1.726  -0.11
C  -1.234  1.912  2.020  -0.17
C  -1.003  -1.383  -1.357  -0.37
N  1.226  1.446  1.427  -0.16
O  -0.411  1.696  -0.632  -0.45
S  -0.335  0.999  0.635  0.82
H  3.196  1.137  1.123  0.07
H  2.162  0.445  -0.189  0.07
H  -0.326  -1.590  0.707  0.03
H  0.545  -3.068  -1.452  0.08
H  1.150  -1.259  -1.377  0.03
H  0.548  -2.116  -2.798  0.05
H  -2.237  1.499  1.983  0.04
H  -0.698  1.748  3.009  0.07
H  -1.270  2.929  1.657  0.04
H  -1.030  -0.454  -1.961  0.10
H  -1.779  -1.959  -1.815  0.10

Results
relative energy (zero: lowest compared OMol25 entry of this formula, charge and spin): 7.2626 eV
largest force on an atom: 4.56 eV/Å
HOMO energy (spin up / spin down): -7.59 / -7.59 eV
frontier orbital gap (spin up / spin down): 7.5 / 7.5 eV


[7]
Below is an isolated molecule of C5H11NOS at a distorted geometry, with properties calculated with the ωB97M-V functional and the def2-TZVPD basis.

Each line ends with the Löwdin charge.
Cartesian coordinates (Å):
C  2.533  0.674  -0.646  -0.12
N  1.868  -0.254  0.279  -0.14
C  0.577  -0.849  0.047  -0.24
C  -0.656  -0.009  0.183  -0.76
C  -1.769  -0.777  -0.310  -0.33
O  -3.112  -0.201  -0.491  -0.15
C  -1.048  0.816  1.406  -0.22
S  -0.880  1.824  -0.295  0.77
H  1.887  1.498  -0.945  0.04
H  3.098  1.307  0.068  0.09
H  3.107  0.097  -1.353  0.07
H  2.572  -0.842  0.791  0.13
H  0.449  -1.126  -1.089  0.14
H  0.166  -1.900  0.589  0.19
H  -1.613  -1.160  -1.281  0.10
H  -1.960  -1.669  0.336  0.14
H  -3.013  0.615  -1.149  0.11
H  -2.066  1.092  1.717  0.07
H  -0.139  0.865  2.144  0.11

Results
relative energy (zero: lowest compared OMol25 entry of this formula, charge and spin): 4.2865 eV
largest force on an atom: 4.65 eV/Å
SMILES: CNC[C@@]1(CO)CS1
HOMO energy: -8.68 eV
frontier orbital gap: 9.3 eV


[8]
Below is a cluster of 2 separate species, C5H11NOS in total at a distorted geometry, with properties calculated with the ωB97M-V functional and the def2-TZVPD basis.

Each line ends with the Löwdin charge.
Cartesian coordinates (Å):
C  1.318  0.513  0.104  -0.34
C  -0.717  2.884  -0.558  -0.11
C  1.154  -2.570  0.386  -0.25
C  0.075  0.876  0.766  -0.30
C  -0.985  1.426  -0.210  -0.26
N  0.971  -1.725  -0.733  0.04
O  3.676  0.291  -0.863  -0.59
S  2.756  1.180  -0.144  0.89
H  -1.485  3.257  -1.233  0.07
H  0.253  2.999  -1.039  0.06
H  -0.729  3.499  0.342  0.07
H  2.088  -2.425  0.949  0.08
H  0.298  -2.473  1.059  0.06
H  1.167  -3.605  0.016  0.09
H  0.266  1.621  1.547  0.12
H  -0.326  -0.020  1.253  0.11
H  -0.987  0.813  -1.116  0.11
H  -1.967  1.342  0.263  0.11
H  1.833  -1.648  -1.272  0.03

Results
relative energy (zero: lowest compared OMol25 entry of this formula, charge and spin): 5.8048 eV
largest force on an atom: 3.44 eV/Å
HOMO energy (spin up / spin down): -8.94 / -8.94 eV
frontier orbital gap (spin up / spin down): 7.8 / 7.8 eV


[9]
Below is an isolated molecule of C5H11NOSi at a distorted geometry, with properties calculated with the ωB97M-V functional and the def2-TZVPD basis.

Each line ends with the Löwdin charge.
Cartesian coordinates (Å):
C  1.448  -0.671  2.679  -0.33
C  -0.464  0.988  -1.198  -0.27
C  0.988  1.534  -1.192  -0.37
C  -0.971  0.549  0.189  -0.29
C  -0.206  -2.383  0.477  -0.19
N  1.953  0.562  -0.681  -0.08
O  1.849  -1.724  3.101  -0.01
Si  0.374  -0.625  1.029  0.95
H  1.610  0.272  3.166  0.05
H  -1.083  1.831  -1.473  0.09
H  -0.602  0.152  -1.940  0.12
H  1.119  1.873  -2.175  0.08
H  1.069  2.361  -0.545  0.08
H  -1.198  1.288  0.906  0.03
H  -1.902  -0.133  0.214  0.08
H  0.011  -3.179  1.149  0.00
H  -1.290  -2.281  0.358  0.02
H  0.324  -2.683  -0.439  0.03
H  1.928  -0.337  -1.205  -0.01

Results
relative energy (zero: lowest compared OMol25 entry of this formula, charge and spin): 3.7648 eV
largest force on an atom: 3.45 eV/Å
HOMO energy (spin up / spin down): -8.13 / -8.13 eV
frontier orbital gap (spin up / spin down): 7.5 / 7.5 eV


[10]
Below is the ion C5H11NP with charge +1 at a distorted geometry, with properties calculated with the ωB97M-V functional and the def2-TZVPD basis.

Each line ends with the Löwdin charge.
Cartesian coordinates (Å):
C  1.018  0.681  1.456  -0.13
C  -1.440  0.485  0.280  -0.12
C  -0.461  0.391  1.492  -0.25
C  0.570  -0.666  1.703  0.05
C  -0.226  -0.983  -1.441  -0.32
N  -0.781  0.375  -0.986  -0.04
P  1.278  -0.972  -2.401  0.90
H  1.107  0.922  0.385  0.06
H  1.672  1.357  2.110  0.15
H  -2.114  -0.373  0.555  0.16
H  -2.101  1.403  0.333  0.16
H  -0.932  0.726  2.383  0.13
H  1.012  -1.468  2.219  0.09
H  -1.038  -1.474  -1.957  0.06
H  -1.293  0.689  -1.836  0.20
H  0.104  0.892  -0.942  0.10
H  1.767  -2.013  -1.793  -0.12
H  1.859  0.029  -1.560  -0.07

Results
relative energy (zero: lowest compared OMol25 entry of this formula, charge and spin): 5.6276 eV
largest force on an atom: 3.89 eV/Å
HOMO energy (spin up / spin down): -12.16 / -13.20 eV
frontier orbital gap (spin up / spin down): 6.9 / 9.4 eV
total charge: +1


[11]
Below is the ion C5H11NP with charge +1 at a distorted geometry, with properties calculated with the ωB97M-V functional and the def2-TZVPD basis.

Each line ends with the Löwdin charge.
Cartesian coordinates (Å):
C  -3.354  0.476  -0.715  0.06
C  -2.357  0.759  0.110  -0.14
C  -0.992  0.151  -0.038  -0.13
C  0.103  0.234  0.716  -0.18
C  1.509  -0.318  0.479  -0.55
N  1.515  -1.601  -0.308  0.12
P  2.602  1.000  -0.476  0.86
H  -4.258  0.896  -0.538  0.04
H  -3.170  -0.338  -1.384  0.07
H  -2.368  1.358  0.996  0.10
H  -0.790  -0.532  -0.841  0.08
H  -0.062  0.857  1.709  0.16
H  1.883  -0.738  1.506  0.16
H  2.516  -1.783  -0.541  0.17
H  0.866  -2.270  0.034  0.15
H  1.055  -1.523  -1.263  0.17
H  1.782  2.172  -0.072  -0.05
H  3.520  1.200  0.627  -0.09

Results
relative energy (zero: lowest compared OMol25 entry of this formula, charge and spin): 1.7726 eV
largest force on an atom: 3.99 eV/Å
SMILES: C=C/C=C/[C@@H]([NH3+])P
HOMO energy: -12.64 eV
frontier orbital gap: 8.9 eV
total charge: +1


[12]
Below is a cluster of 2 separate species, C5H11NP in total at a distorted geometry, with properties calculated with the ωB97M-V functional and the def2-TZVPD basis.

Each line ends with the Löwdin charge.
Cartesian coordinates (Å):
C  -2.205  0.150  0.833  -0.35
C  0.876  1.371  -0.132  -0.05
C  1.625  0.266  -0.766  0.04
C  -0.604  -2.121  0.658  -0.08
C  -0.289  -0.598  0.859  -0.21
N  0.204  0.125  -0.330  -0.15
P  -2.548  0.785  -0.669  0.85
H  -2.866  -0.203  1.691  0.06
H  0.970  1.596  0.853  0.10
H  0.625  2.214  -0.773  0.14
H  1.899  0.404  -1.754  0.11
H  2.210  -0.386  -0.142  0.13
H  -1.160  -2.478  1.529  0.08
H  -1.286  -2.267  -0.305  0.12
H  0.363  -2.669  0.591  0.08
H  0.006  -0.411  1.862  0.11
H  -0.657  -0.011  -1.047  0.09
H  -3.882  1.128  -0.240  -0.08

Results
relative energy (zero: lowest compared OMol25 entry of this formula, charge and spin): 3.8656 eV
largest force on an atom: 5.74 eV/Å
HOMO energy: -13.78 eV
frontier orbital gap: 9.8 eV
total charge: +1


[13]
Below is an isolated molecule of C5H11NS at a distorted geometry, with properties calculated with the ωB97M-V functional and the def2-TZVPD basis.

Each line ends with the Löwdin charge.
Cartesian coordinates (Å):
C  1.101  -1.202  -0.610  -0.07
C  -0.135  -0.388  -0.316  -0.31
C  -0.065  0.598  0.623  -0.14
C  1.169  0.996  1.437  -0.54
S  1.507  2.799  1.402  0.68
C  -1.332  -0.706  -1.093  -0.31
N  -2.621  -0.630  -0.493  0.00
H  1.061  -1.782  -1.491  0.05
H  1.332  -1.875  0.253  0.11
H  1.934  -0.513  -0.800  0.08
H  -0.921  1.261  0.713  0.09
H  1.014  0.788  2.488  0.06
H  2.020  0.405  1.046  0.06
H  1.874  3.092  0.155  -0.17
H  -1.306  -0.084  -2.011  0.13
H  -1.175  -1.736  -1.500  0.12
H  -2.700  -1.305  0.268  0.08
H  -2.757  0.281  -0.068  0.06

Results
relative energy (zero: lowest compared OMol25 entry of this formula, charge and spin): 0.7496 eV
largest force on an atom: 3.22 eV/Å
SMILES: C/C(=C\CS)CN
HOMO energy: -8.81 eV
frontier orbital gap: 9.7 eV